Record 1
The following is a DFT calculation (the ωB97M-V functional and the def2-TZVPD basis) of the molecule C12H14IN.

Each line ends with the natural charge from an NBO analysis.
CARTESIAN COORDINATES (ANGSTROEM)
C 0.97166 -2.16244 -1.55257  -0.2794
C 1.53626 -1.30687 -2.52213  -0.1510
C 0.37260 -1.58899 -0.47142  -0.0991
C 1.33427 -0.02705 -2.52693  -0.2847
C -0.02439 -0.23341 -0.31939  -0.1973
C 0.35017 0.60235 -1.53913  0.2908
C -1.55422 1.47031 0.51130  -0.3972
C -0.22387 1.89964 1.19173  -0.3971
C -1.07988 -0.03516 0.70699  0.0195
C 0.27693 0.42377 1.09846  0.0352
C -1.99458 -1.06373 1.40603  -0.6303
C 1.34427 -0.10588 1.99937  -0.6284
N -0.21912 1.73476 -1.72724  -0.6345
I -0.22257 2.87449 -3.42909  0.2545
H 1.02977 -3.21485 -1.69327  0.2199
H 2.40319 -1.75249 -3.20356  0.2145
H -0.01163 -2.29829 0.32760  0.2114
H 1.74554 0.58965 -3.33840  0.2318
H -2.42207 1.63233 1.14931  0.1923
H -1.74050 1.86014 -0.50798  0.2677
H 0.34320 2.73464 0.66906  0.2095
H -0.36963 2.28295 2.13926  0.2136
H -1.47497 -1.41632 2.27706  0.2168
H -2.32379 -1.88377 0.72191  0.2279
H -2.86387 -0.50501 1.86494  0.2291
H 1.53689 -1.20251 1.96469  0.2248
H 1.05828 0.21810 3.03016  0.2152
H 2.22206 0.47362 1.77326  0.2247

Output
**LUMO energy**: 0.0900 eV
**Energy relative to the best compared isomer or geometry (same formula, charge and spin)**: 68.70 kcal per mole
**SMILES string**: C[C@]12CC[C@@]1(C)[C@]21C=CC=C/C1=N\I
**DFT total energy**: -22257.3696 eV
**Kohn-Sham gap**: 8.09 eV
**Maximum force**: 4.76 eV Å⁻¹

Record 2
The following is a DFT calculation (the ωB97M-V functional and the def2-TZVPD basis) of C12H14IN3O3V as an isolated structure.

Each line ends with the natural charge from an NBO analysis.
CARTESIAN COORDINATES (ANGSTROEM)
C 2.57898 -2.75066 3.68746  -0.6156
C 1.52525 -3.83224 3.40258  -0.6111
H 3.43109 -2.85822 3.01950  0.1996
H 2.92814 -2.87937 4.71607  0.2038
H 2.19949 -1.73154 3.59376  0.2087
H 1.03683 -3.75633 2.42484  0.2038
H 2.01881 -4.81221 3.45199  0.2011
H 0.73700 -3.80553 4.16212  0.2037
C 1.56102 2.41720 -0.87525  0.0644
C 1.95947 3.19587 -1.96312  -0.2850
C 1.29506 3.10139 -3.20102  -0.1924
C 0.18513 2.26828 -3.29056  -0.1942
H 2.05082 2.45317 0.09949  0.2149
H 2.80370 3.88140 -1.84482  0.2270
H 1.63881 3.66506 -4.07985  0.2246
H -0.38127 2.14621 -4.21685  0.2186
N 0.51923 1.55549 -0.98757  -0.5768
C -0.18393 1.51983 -2.16379  0.1153
C -1.28891 0.60250 -2.15055  0.1285
N -1.39879 -0.12659 -0.99980  -0.5578
C -2.41264 -1.02423 -0.88590  0.0780
C -3.19269 -0.52375 -3.10899  -0.1749
C -3.30673 -1.26482 -1.92669  -0.2907
H -2.46562 -1.52830 0.07319  0.2155
H -4.07996 -2.02787 -1.82004  0.2305
C -2.16756 0.41611 -3.22889  -0.2030
H -1.98416 1.00236 -4.13479  0.2196
H -3.87225 -0.68491 -3.95093  0.2238
V -0.06916 0.29829 0.48460  1.2270
I 1.60939 -1.41515 0.99607  -0.2814
O -1.16543 0.87132 4.62045  -0.2521
N -0.48770 1.80190 4.20758  0.5274
O -0.78327 2.98657 4.09513  -0.2692
O -0.83813 0.83879 1.79461  -0.6315

Output
**Spin multiplicity**: 4
**LUMO energy (spin up / spin down)**: -0.6645 / -1.6356 eV
**DFT total energy**: -57069.7263 eV
**Kohn-Sham gap (spin up / spin down)**: 5.17 / 7.55 eV
**Maximum force**: 3.37 eV Å⁻¹

> Among the records above, which one has the highest maximum force?

C12H14IN

> Look up the DFT total energy of the first one.

-22257.3696 eV